Version 1
Here is 2 unconnected molecules or ions with the total composition C4H12 from OMol25. Energies are from ωB97M-V/def2-TZVPD.

Element x y z (Å)
1 C -1.5426 0.6981 -0.6939
2 C -2.5121 1.6019 -1.4642
3 H -1.2172 1.2249 0.2119
4 H -2.0718 -0.2427 -0.5688
5 H -0.6043 0.5698 -1.2299
6 H -3.4464 1.8406 -0.9571
7 H -2.8698 1.0795 -2.3417
8 H -2.0681 2.5788 -1.6917
9 C 1.2791 -1.0339 1.2000
10 C 2.7839 -1.2763 0.9790
11 H 1.0561 0.0197 1.1958
12 H 0.6720 -1.4835 0.3886
13 H 0.9826 -1.5115 2.1205
14 H 2.9538 -1.8108 0.0541
15 H 3.2046 -1.8049 1.8312
16 H 3.3514 -0.3587 0.8026

The HOMO energy is -0.4236 hartree. As for the LUMO energy: 1.140 eV. As for the structure (SMILES): CC.CC.

---

Version 2
Here is 2 unconnected molecules or ions with the total composition C4H12 from OMol25. Energies are from ωB97M-V/def2-TZVPD.

Element x y z (Å)
1 C -2.2488 -1.0446 1.0466
2 C -2.2615 -0.0080 -0.0616
3 H -2.4251 -0.6479 2.0122
4 H -2.9902 -1.8134 0.8611
5 H -1.1898 -1.3768 1.0130
6 H -2.9440 0.8220 0.0219
7 H -1.2987 0.5632 0.0217
8 H -2.2317 -0.4634 -1.0185
9 C 1.9897 0.6717 -1.2069
10 C 2.3318 0.4056 0.2285
11 H 1.7099 -0.2260 -1.6104
12 H 1.1350 1.3803 -1.3705
13 H 2.9781 1.0471 -1.5612
14 H 2.0447 1.1784 0.8716
15 H 3.4329 0.0508 0.2011
16 H 1.9675 -0.5391 0.5514

The HOMO energy is -0.4140 hartree. As for the LUMO energy: 1.083 eV. As for the structure (SMILES): CC.CC.

---

Quick one: most stable of them? version 1

---

Version 1
Here is 2 unconnected molecules or ions with the total composition C4H12 from OMol25. Energies are from ωB97M-V/def2-TZVPD.

Element x y z (Å)
1 C 1.4534 0.7686 0.1038
2 C 1.9413 1.6457 -1.0451
3 H 0.5437 1.1654 0.5491
4 H 1.2995 -0.2613 -0.2139
5 H 2.1907 0.7061 0.9076
6 H 2.8964 1.2455 -1.3978
7 H 2.1124 2.6751 -0.7403
8 H 1.2560 1.5914 -1.8886
9 C -1.7466 -1.1836 1.2360
10 C -1.6721 -1.2254 -0.2872
11 H -2.5049 -1.8759 1.5860
12 H -0.8072 -1.5194 1.6789
13 H -1.9474 -0.1785 1.6006
14 H -0.8922 -0.5669 -0.6577
15 H -2.6309 -0.9288 -0.7136
16 H -1.4673 -2.2392 -0.6332

The HOMO energy is -0.4330 hartree. As for the LUMO energy: 1.161 eV. As for the structure (SMILES): CC.CC.

---

Version 2
Here is 2 unconnected molecules or ions with the total composition C4H12 from OMol25. Energies are from ωB97M-V/def2-TZVPD.

Element x y z (Å)
1 C 2.4222 -0.3197 -1.2488
2 C 0.9542 -0.1985 -1.6366
3 H 2.6465 -0.3151 -0.1770
4 H 2.7611 -1.3483 -1.4359
5 H 3.0658 0.4146 -1.7273
6 H 0.4964 -1.1143 -1.9928
7 H 0.7044 0.5893 -2.3495
8 H 0.4342 0.1943 -0.7217
9 C -2.2667 0.2751 0.9173
10 C -1.1066 0.1923 1.9003
11 H -2.0902 -0.1445 -0.0766
12 H -3.1378 -0.2186 1.3675
13 H -2.5067 1.3512 0.7840
14 H -0.5555 -0.7362 2.0377
15 H -1.4576 0.5131 2.8805
16 H -0.3636 0.8653 1.4788

The HOMO energy is -0.4159 hartree. As for the LUMO energy: 1.147 eV. As for the structure (SMILES): CC.CC.

---

Quick one: most stable of them? version 1

---

Version 1
Here is 2 unconnected molecules or ions with the total composition C4H12 from OMol25. Energies are from ωB97M-V/def2-TZVPD.

Element x y z (Å)
1 C -1.4863 0.8182 0.2710
2 C -2.2895 1.6465 1.2079
3 H -1.2769 1.3620 -0.6616
4 H -0.5215 0.5149 0.7107
5 H -2.0592 -0.0921 0.0393
6 H -1.7222 2.5507 1.5367
7 H -2.4529 1.0982 2.1754
8 H -3.2331 1.9938 0.8467
9 C 1.3487 -0.7254 -1.0602
10 C 2.4090 -1.6928 -0.5129
11 H 1.5970 -0.4032 -2.1325
12 H 0.3777 -1.3521 -0.9947
13 H 1.3038 0.2253 -0.3940
14 H 2.8449 -2.2254 -1.3288
15 H 3.1629 -1.2732 0.1213
16 H 1.9976 -2.4454 0.1756

The HOMO energy is -0.4235 hartree. As for the LUMO energy: 1.129 eV. As for the structure (SMILES): CC.CC.

---

Version 2
Here is 2 unconnected molecules or ions with the total composition C4H12 from OMol25. Energies are from ωB97M-V/def2-TZVPD.

Element x y z (Å)
1 C 0.1490 -1.8631 -0.0090
2 C 0.4622 -2.8432 1.1219
3 H -0.2400 -2.3944 -0.8748
4 H -0.6250 -1.1656 0.3015
5 H 1.0399 -1.3724 -0.3883
6 H -0.3008 -2.9324 1.8878
7 H 1.4078 -2.6066 1.6116
8 H 0.6633 -3.8540 0.7452
9 C -0.0589 1.6358 -0.4412
10 C -0.5255 3.0678 -0.6669
11 H -0.6424 1.0500 0.2762
12 H 0.0600 1.0532 -1.3614
13 H 0.8976 1.6579 0.0976
14 H 0.2554 3.6178 -1.1781
15 H -0.6685 3.5496 0.2986
16 H -1.4380 3.1937 -1.2458

The HOMO energy is -0.4240 hartree. As for the LUMO energy: 1.159 eV. As for the structure (SMILES): CC.CC.

---

Version 3
Here is 2 unconnected molecules or ions with the total composition C4H12 from OMol25. Energies are from ωB97M-V/def2-TZVPD.

Element x y z (Å)
1 C 0.5025 -0.7559 -2.6954
2 C -0.3293 0.4430 -1.9958
3 H 0.5213 -1.6722 -2.0373
4 H -0.0114 -1.0816 -3.6472
5 H 1.6074 -0.3330 -2.7908
6 H -1.3786 0.3125 -1.7632
7 H -0.3972 1.3432 -2.5627
8 H 0.1193 0.7315 -1.0633
9 C -0.2600 0.8464 2.4422
10 C 0.0759 -0.5767 2.2499
11 H -1.3248 1.1125 2.5287
12 H 0.1313 1.2514 3.4713
13 H 0.2001 1.5162 1.5793
14 H 1.0104 -1.0649 2.6581
15 H 0.3371 -0.6481 1.0941
16 H -0.7497 -1.2085 2.5277

The HOMO energy is -0.4032 hartree. As for the LUMO energy: 1.093 eV. As for the structure (SMILES): CC.CC.

---

Version 4
Here is 2 unconnected molecules or ions with the total composition C4H12 from OMol25. Energies are from ωB97M-V/def2-TZVPD.

Element x y z (Å)
1 C -0.1582 2.2701 -1.1305
2 C 0.0202 0.8615 -1.6499
3 H -0.7468 2.3169 -0.2082
4 H 0.8116 2.6355 -0.7751
5 H -0.5553 3.0336 -1.7967
6 H 0.6770 0.2980 -0.9965
7 H -0.8809 0.2809 -1.8449
8 H 0.5255 0.8399 -2.6214
9 C 0.2700 -0.9369 0.9324
10 C -0.1780 -2.1477 1.7562
11 H 0.1663 -1.2284 -0.1039
12 H -0.3443 -0.0639 1.1367
13 H 1.3069 -0.7011 1.1640
14 H 0.4072 -2.2277 2.6801
15 H -0.1150 -3.1520 1.3345
16 H -1.2063 -2.0787 2.1233

The HOMO energy is -0.4169 hartree. As for the LUMO energy: 1.144 eV. As for the structure (SMILES): CC.CC.

---

Quick one: most stable of them? version 2

---

Version 1
Here is 2 unconnected molecules or ions with the total composition C4H12 from OMol25. Energies are from ωB97M-V/def2-TZVPD.

Element x y z (Å)
1 C 1.5373 1.2780 -0.0233
2 C 0.4148 1.6536 -1.0188
3 H 2.4807 1.0205 -0.3523
4 H 1.6609 2.1566 0.6332
5 H 1.0366 0.5995 0.5476
6 H 0.2596 2.6257 -1.5952
7 H 0.0833 0.8337 -1.7112
8 H -0.4862 1.5155 -0.4213
9 C -0.7572 -1.6723 -0.2213
10 C -1.1009 -1.2570 1.1873
11 H -0.4670 -2.6737 -0.0745
12 H -1.6193 -1.5849 -0.8769
13 H 0.0928 -1.0980 -0.5929
14 H -1.5997 -0.2598 1.3519
15 H -1.8062 -1.9277 1.7090
16 H -0.1992 -1.2210 1.8391

The HOMO energy is -0.4178 hartree. As for the LUMO energy: 1.152 eV. As for the structure (SMILES): CC.CC.

---

Version 2
Here is 2 unconnected molecules or ions with the total composition C4H12 from OMol25. Energies are from ωB97M-V/def2-TZVPD.

Element x y z (Å)
1 C 0.3864 1.8231 0.7536
2 C 0.4739 1.4052 2.1981
3 H 1.2205 2.4151 0.3773
4 H 0.1812 0.9644 0.1170
5 H -0.3836 2.4472 0.3736
6 H -0.4202 0.8500 2.5778
7 H 0.6467 2.3195 2.8688
8 H 1.2654 0.5134 2.3742
9 C 0.3018 -1.4511 -1.3478
10 C -1.2005 -1.8728 -1.5408
11 H 0.5859 -0.4473 -1.7885
12 H 0.5287 -1.2860 -0.2942
13 H 1.1249 -1.9550 -1.8628
14 H -1.9106 -1.1633 -0.9665
15 H -1.6009 -1.6183 -2.5382
16 H -1.1999 -2.9440 -1.3016

The HOMO energy is -0.4097 hartree. As for the LUMO energy: 1.078 eV. As for the structure (SMILES): CC.CC.

---

Version 3
Here is 2 unconnected molecules or ions with the total composition C4H12 from OMol25. Energies are from ωB97M-V/def2-TZVPD.

Element x y z (Å)
1 C -1.2911 -0.0505 -0.3352
2 C -2.7132 -0.1458 -0.8864
3 H -0.9960 0.9423 -0.0233
4 H -1.1875 -0.5683 0.6211
5 H -0.6670 -0.4077 -1.1456
6 H -3.4415 0.2194 -0.1829
7 H -2.8052 0.4106 -1.8215
8 H -3.0180 -1.1627 -1.1311
9 C 2.0094 -0.6112 0.2685
10 C 1.9873 0.7510 1.0119
11 H 2.3707 -1.3717 0.9550
12 H 1.0467 -0.7156 -0.2176
13 H 2.7558 -0.5599 -0.5241
14 H 1.6544 1.5318 0.3235
15 H 2.9946 1.0979 1.2419
16 H 1.3006 0.6403 1.8456

The HOMO energy is -0.4223 hartree. As for the LUMO energy: 1.135 eV. As for the structure (SMILES): CC.CC.

---

Version 4
Here is 2 unconnected molecules or ions with the total composition C4H12 from OMol25. Energies are from ωB97M-V/def2-TZVPD.

Element x y z (Å)
1 C -0.0427 -0.2720 -2.3924
2 C 1.0239 -1.1060 -1.7171
3 H -1.0393 -0.6846 -2.2288
4 H -0.0425 0.7507 -2.0121
5 H 0.1099 -0.2231 -3.4705
6 H 0.8101 -1.1061 -0.6453
7 H 1.1445 -2.0746 -2.1923
8 H 1.9852 -0.5827 -1.7489
9 C -0.7818 -0.0094 1.9494
10 C -0.1652 1.3774 2.1592
11 H -1.8079 -0.0130 2.3384
12 H -0.9010 -0.2946 0.9025
13 H -0.2860 -0.8306 2.4639
14 H 0.8357 1.3631 1.7239
15 H -0.0994 1.5665 3.2245
16 H -0.7436 2.1389 1.6456

The HOMO energy is -0.4285 hartree. As for the LUMO energy: 1.121 eV. As for the structure (SMILES): CC.CC.

---

Quick one: most stable of them? version 4

---

Version 1
Here is 2 unconnected molecules or ions with the total composition C4H12 from OMol25. Energies are from ωB97M-V/def2-TZVPD.

Element x y z (Å)
1 C -0.1784 -0.8740 -2.2878
2 C -0.3385 -1.8053 -1.1744
3 H -0.1934 0.1345 -1.9216
4 H 0.8257 -0.9524 -2.8492
5 H -0.9842 -0.9134 -3.0077
6 H 0.6611 -2.0129 -0.5964
7 H -0.8053 -2.6550 -1.6915
8 H -0.8570 -1.5199 -0.2207
9 C -0.4451 1.1847 1.4764
10 C 0.9447 1.5374 1.9136
11 H -0.9837 2.1387 1.2756
12 H -0.5620 0.5478 0.5510
13 H -1.0033 0.6077 2.3004
14 H 1.7036 1.6555 1.1438
15 H 0.7841 2.2622 2.7531
16 H 1.4315 0.6642 2.3354

The HOMO energy is -0.4064 hartree. As for the LUMO energy: 1.092 eV. As for the structure (SMILES): CC.CC.

---

Version 2
Here is 2 unconnected molecules or ions with the total composition C4H12 from OMol25. Energies are from ωB97M-V/def2-TZVPD.

Element x y z (Å)
1 C 1.3029 0.4781 -0.9986
2 C 2.4639 1.3110 -0.5517
3 H 0.3065 0.8130 -0.4571
4 H 1.0223 0.5796 -2.0242
5 H 1.2728 -0.5238 -0.5834
6 H 2.4951 1.2590 0.5257
7 H 2.3756 2.4846 -0.8231
8 H 3.4660 1.0779 -0.9871
9 C -1.9745 -0.1307 0.7455
10 C -1.7276 -1.6816 0.7380
11 H -2.9705 0.2112 1.1429
12 H -1.4424 0.2866 1.4568
13 H -1.8095 0.2996 -0.1982
14 H -1.4430 -2.0215 -0.2024
15 H -2.5714 -2.2568 1.1316
16 H -1.0895 -2.0697 1.4194

The HOMO energy is -0.4027 hartree. As for the LUMO energy: 1.150 eV. As for the structure (SMILES): CC.CC.

---

Version 3
Here is 2 unconnected molecules or ions with the total composition C4H12 from OMol25. Energies are from ωB97M-V/def2-TZVPD.

Element x y z (Å)
1 C -1.1285 -0.0144 -1.6883
2 C -2.0799 0.2691 -0.5257
3 H -0.3191 0.7043 -1.7165
4 H -0.6895 -1.0073 -1.5771
5 H -1.6624 0.0398 -2.6301
6 H -1.5981 0.6335 0.3875
7 H -2.9531 0.8537 -0.7924
8 H -2.4278 -0.6859 -0.1180
9 C 1.1698 -0.6536 1.3891
10 C 2.0574 0.4374 0.7876
11 H 0.8100 -1.3450 0.6192
12 H 1.7168 -1.2290 2.1266
13 H 0.2555 -0.2046 1.7708
14 H 1.4505 1.1792 0.2658
15 H 2.8232 0.0416 0.1181
16 H 2.5752 0.9813 1.5834

The HOMO energy is -0.4261 hartree. As for the LUMO energy: 1.188 eV. As for the structure (SMILES): CC.CC.

---

Version 4
Here is 2 unconnected molecules or ions with the total composition C4H12 from OMol25. Energies are from ωB97M-V/def2-TZVPD.

Element x y z (Å)
1 C 0.5725 1.9635 0.6194
2 C -0.7607 1.7326 1.4049
3 H 1.2250 1.1012 0.8372
4 H 0.4941 1.8636 -0.5210
5 H 1.1155 2.7966 0.8995
6 H -1.1042 2.6230 1.9349
7 H -0.9219 0.8890 2.1975
8 H -1.3634 1.2394 0.6491
9 C -0.5377 -1.5371 -0.6952
10 C 0.7470 -2.0208 -1.2521
11 H -0.7950 -0.4634 -0.9348
12 H -1.3327 -2.1899 -1.3435
13 H -0.6946 -1.9911 0.2681
14 H 1.3681 -1.2062 -1.6455
15 H 0.7236 -2.5703 -2.2871
16 H 1.1592 -2.9208 -0.5165

The HOMO energy is -0.3834 hartree. As for the LUMO energy: 1.111 eV. As for the structure (SMILES): CC.CC.

---

Quick one: most stable of them? version 3